# C52H108N7O7

7 unconnected molecules or ions with the total composition C52H108N7O7 in a non-equilibrium geometry (ωB97M-V/def2-TZVPD, the Open Molecules 2025 dataset).

Calculated values
- Kohn-Sham gap (Ha) = 0.22008
- E_HOMO (eV) = -19.13
- net charge = +5
- energy relative to the best compared isomer or geometry (same formula, charge and spin) (eV) = 2.260
- energy (Ha) = -2953.6791

Element x y z (Å)
N 7.972 -8.067 21.269
O 8.557 -7.135 20.694
O 8.211 -8.315 22.454
O 7.049 -8.758 20.755
C 8.919 -10.868 14.098
C 8.139 -9.732 14.897
C 7.400 -8.877 13.877
C 6.192 -8.134 14.413
C 5.192 -9.023 15.059
C 5.831 -9.871 16.154
N 7.103 -10.518 15.613
O 7.436 -11.675 16.178
C 4.775 -10.963 16.389
C 6.290 -9.118 17.402
C 9.122 -8.944 15.801
H 9.579 -10.392 13.375
H 8.136 -11.459 13.626
H 9.488 -11.496 14.781
H 7.000 -9.586 13.148
H 8.042 -8.238 13.271
H 5.928 -7.598 13.499
H 6.397 -7.262 15.038
H 4.726 -9.560 14.232
H 4.474 -8.352 15.531
H 4.827 -11.685 15.572
H 3.762 -10.581 16.265
H 4.753 -11.636 17.247
H 7.043 -9.626 18.008
H 5.511 -9.144 18.168
H 6.537 -8.059 17.478
H 10.065 -8.759 15.290
H 9.436 -9.478 16.702
H 8.660 -8.124 16.352
C 1.408 -5.272 20.645
C 2.182 -4.645 21.854
C 2.119 -5.523 23.157
C 3.047 -6.739 23.143
C 4.564 -6.347 22.831
C 4.806 -5.356 21.700
N 3.638 -4.327 21.659
O 3.868 -3.228 21.060
C 4.756 -6.162 20.375
C 6.143 -4.560 21.868
C 1.501 -3.269 22.286
H 1.750 -6.307 20.663
H 1.731 -4.953 19.655
H 0.344 -5.125 20.820
H 1.099 -5.905 23.191
H 2.411 -4.898 24.000
H 2.729 -7.449 22.377
H 2.974 -7.302 24.074
H 5.257 -7.188 22.871
H 4.969 -5.849 23.717
H 3.828 -6.733 20.362
H 5.549 -6.898 20.221
H 4.905 -5.581 19.464
H 6.973 -5.268 21.842
H 6.281 -3.960 22.766
H 6.282 -3.955 20.972
H 1.854 -2.824 23.215
H 0.422 -3.401 22.357
H 1.649 -2.580 21.455
C 11.013 -12.954 22.917
C 10.118 -11.681 22.641
C 9.994 -10.857 23.958
C 11.335 -10.205 24.348
C 11.760 -9.164 23.247
C 11.897 -9.879 21.869
N 10.704 -10.644 21.642
O 10.193 -10.724 20.485
C 13.162 -10.833 21.942
C 12.015 -8.757 20.801
C 8.776 -12.202 22.196
H 11.869 -12.890 23.589
H 11.439 -13.310 21.979
H 10.456 -13.709 23.471
H 9.665 -11.446 24.816
H 9.218 -10.090 24.006
H 12.128 -10.881 24.668
H 11.118 -9.625 25.246
H 12.671 -8.608 23.460
H 10.856 -8.565 23.120
H 13.256 -11.323 20.973
H 13.203 -11.435 22.846
H 14.054 -10.208 21.994
H 12.711 -9.069 20.021
H 12.351 -7.749 21.045
H 11.024 -8.526 20.408
H 8.065 -11.414 21.941
H 8.342 -12.698 23.064
H 8.833 -12.914 21.374
C 8.482 -2.517 17.336
C 9.272 -3.838 17.482
C 9.573 -4.297 16.032
C 10.621 -5.453 15.902
C 11.903 -4.777 16.440
C 11.839 -4.325 17.865
N 10.664 -3.431 18.079
O 10.619 -2.756 19.174
C 13.110 -3.501 18.129
C 11.755 -5.551 18.868
C 8.580 -4.956 18.281
H 8.212 -2.124 18.318
H 7.578 -2.679 16.752
H 9.042 -1.663 16.956
H 9.820 -3.457 15.383
H 8.656 -4.767 15.671
H 10.628 -5.836 14.883
H 10.328 -6.290 16.537
H 12.089 -3.932 15.776
H 12.716 -5.493 16.329
H 13.167 -3.165 19.164
H 13.085 -2.603 17.511
H 13.992 -4.110 17.938
H 12.627 -6.173 19.068
H 11.088 -6.358 18.558
H 11.340 -5.274 19.838
H 8.718 -4.779 19.347
H 8.941 -5.961 18.061
H 7.535 -5.057 17.989
C 9.277 -4.118 22.917
C 9.741 -5.101 23.999
C 9.640 -4.809 25.515
N 9.914 -6.089 26.387
C 9.002 -7.314 25.948
C 9.764 -5.795 27.905
C 10.807 -6.642 28.525
C 12.004 -6.693 27.568
C 11.320 -6.578 26.225
H 8.327 -3.637 23.146
H 9.132 -4.550 21.927
H 10.079 -3.393 22.770
H 10.746 -5.402 23.699
H 9.202 -6.010 23.718
H 8.628 -4.539 25.817
H 10.320 -3.995 25.764
H 7.981 -6.931 25.962
H 9.061 -8.055 26.744
H 9.209 -7.723 24.962
H 8.745 -6.086 28.154
H 10.047 -4.787 28.208
H 10.384 -7.647 28.592
H 11.030 -6.273 29.525
H 12.590 -7.612 27.571
H 12.688 -5.878 27.802
H 11.302 -7.480 25.620
H 11.899 -5.748 25.817
C 6.663 -10.036 26.127
C 5.825 -10.950 25.226
C 4.581 -10.323 24.640
N 3.986 -11.328 23.579
C 3.678 -12.741 24.191
C 4.860 -11.547 22.312
C 3.981 -11.384 21.059
C 2.905 -10.406 21.497
C 2.663 -10.856 22.937
H 7.626 -10.379 26.505
H 6.171 -9.778 27.066
H 6.857 -9.089 25.616
H 5.638 -11.753 25.941
H 6.575 -11.298 24.514
H 5.002 -9.475 24.096
H 3.942 -9.864 25.394
H 3.283 -12.557 25.188
H 4.704 -13.088 24.304
H 3.109 -13.377 23.516
H 5.495 -12.427 22.420
H 5.655 -10.799 22.332
H 3.519 -12.233 20.558
H 4.644 -10.919 20.328
H 1.980 -10.659 20.980
H 3.251 -9.385 21.347
H 1.911 -11.618 23.137
H 2.246 -10.046 23.540